1.
C24H45ClErP2 | ωB97M-V/def2-TZVPD

Element x y z (Å)
1 Er -0.051 0.163 0.884
2 C 1.344 -1.937 0.903
3 C 0.236 -2.416 1.766
4 C -0.704 -1.720 -0.210
5 C 0.759 -1.599 -0.334
6 C -1.019 -2.078 1.141
7 C 2.795 -2.207 1.242
8 H 3.112 -2.035 2.289
9 H 3.507 -1.651 0.616
10 H 3.000 -3.274 1.047
11 C 1.413 -1.502 -1.681
12 H 2.476 -1.743 -1.626
13 H 1.303 -0.531 -2.188
14 H 0.955 -2.242 -2.349
15 C -1.578 -1.858 -1.416
16 H -1.296 -2.803 -1.898
17 H -1.456 -1.072 -2.175
18 H -2.640 -1.931 -1.173
19 C -2.369 -2.497 1.672
20 H -2.272 -3.216 2.497
21 H -2.940 -3.005 0.882
22 H -3.003 -1.675 2.031
23 C 0.365 -3.041 3.264
24 H 0.366 -4.105 3.084
25 H -0.468 -2.799 3.983
26 H 1.406 -2.915 3.757
27 C 1.214 1.965 1.914
28 C 1.825 0.936 2.587
29 C 1.505 0.663 4.049
30 C -0.053 0.621 4.501
31 C -1.127 0.345 3.435
32 C -1.589 1.203 2.480
33 C -1.211 2.653 2.556
34 C 0.323 2.932 2.645
35 H 2.100 1.290 4.726
36 H -0.332 1.581 4.974
37 H 2.022 -0.325 4.412
38 H 0.651 3.018 3.684
39 H 1.541 2.309 0.948
40 H 2.566 0.257 2.115
41 H 0.504 3.925 2.203
42 H -1.605 3.226 1.709
43 H -2.654 1.011 2.287
44 H -1.693 3.058 3.458
45 H -0.199 -0.181 5.267
46 H -1.668 -0.648 3.495
47 P 3.929 0.848 -3.138
48 C 5.183 0.087 -4.255
49 H 5.971 0.823 -4.463
50 H 4.734 -0.212 -5.209
51 H 5.646 -0.793 -3.795
52 C 3.569 2.275 -4.248
53 H 4.514 2.701 -4.608
54 H 3.005 3.062 -3.734
55 H 2.983 1.949 -5.118
56 C 5.168 1.649 -2.034
57 H 5.905 2.183 -2.648
58 H 5.696 0.892 -1.440
59 H 4.706 2.365 -1.345
60 P -4.277 0.367 -2.468
61 C -5.824 -0.503 -1.958
62 H -6.685 -0.019 -2.438
63 H -5.959 -0.458 -0.869
64 H -5.804 -1.560 -2.257
65 C -4.839 2.083 -2.123
66 H -5.808 2.255 -2.610
67 H -4.117 2.802 -2.529
68 H -4.954 2.274 -1.050
69 C -4.625 0.465 -4.278
70 H -5.555 1.026 -4.444
71 H -4.737 -0.526 -4.733
72 H -3.810 0.991 -4.792
73 Cl 0.622 -1.178 3.133

Properties
Expectation value of S²   3.76
M   598.3 g mol⁻¹
Net charge   +1
Multiplicity   4
E_HOMO (spin up / spin down)   -8.47 / -8.48 eV
Kohn-Sham gap (spin up / spin down)   5.06 / 5.11 eV

=====

2.
C24H45ClMnP2 | ωB97M-V/def2-TZVPD

Element x y z (Å)
1 Mn -1.196 -0.371 0.295
2 C -0.948 1.278 1.936
3 C -1.424 -0.010 2.511
4 C 0.735 -0.411 1.517
5 C 0.381 1.007 1.320
6 C -0.352 -1.034 2.307
7 C -1.565 2.650 2.257
8 H -2.652 2.601 2.310
9 H -1.307 3.403 1.519
10 H -1.206 3.007 3.222
11 C 1.467 2.025 0.937
12 H 1.142 3.040 1.149
13 H 1.774 1.928 -0.104
14 H 2.360 1.881 1.543
15 C 2.207 -0.853 1.556
16 H 2.737 -0.324 2.347
17 H 2.711 -0.620 0.618
18 H 2.318 -1.910 1.783
19 C -0.307 -2.409 2.991
20 H -0.952 -2.439 3.868
21 H 0.702 -2.646 3.329
22 H -0.629 -3.201 2.320
23 C -2.571 -0.148 3.526
24 H -2.197 -0.003 4.540
25 H -3.034 -1.133 3.486
26 H -3.352 0.592 3.361
27 C -2.438 0.254 -1.454
28 C -3.003 0.780 -0.164
29 C -4.284 0.184 0.430
30 C -4.213 -1.331 0.593
31 C -2.763 -1.823 0.693
32 C -1.966 -2.256 -0.476
33 C -2.568 -2.201 -1.886
34 C -3.153 -0.849 -2.231
35 H -5.144 0.459 -0.183
36 H -4.745 -1.853 -0.201
37 H -4.463 0.648 1.399
38 H -4.230 -0.815 -2.077
39 H -1.847 0.846 -2.126
40 H -2.802 1.805 0.117
41 H -3.031 -0.675 -3.302
42 H -1.783 -2.432 -2.605
43 H -1.600 -3.246 -0.231
44 H -3.323 -2.979 -2.008
45 H -4.748 -1.609 1.502
46 H -2.594 -2.436 1.577
47 P 1.543 4.428 -1.780
48 C 2.357 6.113 -1.450
49 H 2.168 6.820 -2.258
50 H 3.438 6.009 -1.369
51 H 1.979 6.554 -0.528
52 C 2.394 4.276 -3.467
53 H 2.348 5.210 -4.027
54 H 1.928 3.502 -4.075
55 H 3.442 4.012 -3.329
56 C -0.035 5.264 -2.429
57 H 0.193 6.055 -3.143
58 H -0.591 5.705 -1.601
59 H -0.685 4.551 -2.935
60 P 3.479 -3.360 -0.617
61 C 3.697 -4.923 0.418
62 H 4.301 -5.663 -0.107
63 H 2.727 -5.368 0.637
64 H 4.194 -4.685 1.358
65 C 3.012 -4.283 -2.209
66 H 3.710 -5.090 -2.428
67 H 3.023 -3.592 -3.052
68 H 2.023 -4.732 -2.138
69 C 5.292 -3.251 -1.172
70 H 5.619 -4.158 -1.680
71 H 5.963 -3.112 -0.327
72 H 5.420 -2.413 -1.857
73 Cl -3.082 -0.237 1.752

Properties
Expectation value of S²   4.00
M   486.0 g mol⁻¹
Net charge   +2
Multiplicity   4
E_HOMO (spin up / spin down)   -13.13 / -13.13 eV
Kohn-Sham gap (spin up / spin down)   5.49 / 5.11 eV